{
  "formula": "C26H74N10O8",
  "method": "wB97M-V/def2-TZVPD",
  "symbols": ["C", "O", "C", "C", "C", "N", "H", "H", "H", "H", "H", "H", "H", "H", "H", "H", "H", "C", "O", "C", "C", "C", "N", "H", "H", "H", "H", "H", "H", "H", "H", "H", "H", "H", "C", "O", "C", "C", "C", "N", "H", "H", "H", "H", "H", "H", "H", "H", "H", "H", "H", "C", "O", "C", "C", "C", "N", "H", "H", "H", "H", "H", "H", "H", "H", "H", "H", "H", "C", "O", "C", "C", "C", "N", "H", "H", "H", "H", "H", "H", "H", "H", "H", "H", "H", "C", "O", "C", "C", "C", "N", "H", "H", "H", "H", "H", "H", "H", "H", "H", "H", "H", "N", "C", "N", "O", "H", "H", "H", "H", "N", "C", "N", "O", "H", "H", "H", "H"],
  "xyz": [[2.14138, -2.06152, -3.24001], [2.00292, -0.87789, -4.06351], [2.18476, -0.97503, -5.45528], [1.85242, 0.37058, -6.12486], [0.35223, 0.56763, -6.28374], [2.49604, 0.43002, -7.40020], [1.52154, -2.94073, -3.41575], [1.97049, -1.68279, -2.23231], [3.20048, -2.30568, -3.32241], [3.24889, -1.14581, -5.61830], [1.63906, -1.77195, -5.96048], [2.19953, 1.12533, -5.41919], [0.07001, 1.61147, -6.42107], [-0.30879, 0.25299, -5.47618], [-0.02714, 0.23426, -7.24968], [2.61593, 1.35961, -7.77649], [3.46940, 0.21478, -7.23789], [-0.59896, 5.45801, -4.30907], [-1.64319, 5.35398, -3.25183], [-1.65786, 4.05228, -2.61608], [-2.71736, 3.94909, -1.45729], [-2.36011, 4.64071, -0.13935], [-2.95977, 2.58055, -1.07753], [-0.80216, 4.66655, -5.03046], [0.41933, 5.43929, -3.92069], [-0.74174, 6.36402, -4.89801], [-1.93968, 3.32120, -3.37384], [-0.65267, 3.72092, -2.35553], [-3.67702, 4.27927, -1.85495], [-3.06177, 4.30243, 0.62310], [-2.18218, 5.71481, -0.19184], [-1.45322, 4.09968, 0.13070], [-3.94487, 2.37417, -1.16177], [-2.78547, 2.36252, -0.10687], [5.71010, -0.44499, 0.55554], [5.59611, -0.02206, -0.76411], [4.41852, 0.71703, -1.07032], [4.52259, 1.18453, -2.59230], [3.37452, 2.14457, -2.91081], [4.51828, -0.01968, -3.39688], [5.71974, 0.40966, 1.23200], [6.62821, -1.01068, 0.71413], [4.86686, -1.09426, 0.79112], [3.47879, 0.17187, -0.98202], [4.35353, 1.60479, -0.44123], [5.49957, 1.62299, -2.79568], [3.31633, 2.27501, -3.99141], [3.44561, 3.16084, -2.52319], [2.40937, 1.78899, -2.55005], [4.74814, -0.76111, -2.75070], [3.54106, -0.14680, -3.61820], [2.05811, -1.36545, 2.67458], [0.82320, -1.00320, 2.02792], [0.81883, 0.13705, 1.21550], [-0.40507, 0.36295, 0.38770], [-0.64520, -0.65414, -0.76555], [-0.26496, 1.73732, -0.12082], [1.95037, -0.97039, 3.68474], [2.94816, -1.03592, 2.13856], [2.21342, -2.43909, 2.78081], [0.97832, 0.98338, 1.88363], [1.66207, 0.00907, 0.53678], [-1.28996, 0.34011, 1.02373], [0.08311, -0.45518, -1.55172], [-1.60987, -0.64004, -1.27281], [-0.50927, -1.67524, -0.40920], [0.63793, 1.76913, -0.57235], [-0.99033, 2.03951, -0.75533], [-3.13408, -2.56256, 1.96978], [-3.60618, -3.52204, 0.96042], [-4.45581, -4.52022, 1.42031], [-4.74238, -5.52925, 0.26778], [-5.45004, -4.93220, -0.83937], [-5.57666, -6.64245, 0.76574], [-3.17226, -2.99331, 2.97033], [-3.69269, -1.63101, 1.87883], [-2.06704, -2.34043, 1.98337], [-4.25372, -4.92882, 2.41041], [-5.40109, -4.05190, 1.69458], [-3.79562, -5.89022, -0.13403], [-4.99017, -3.99142, -1.14195], [-6.50793, -4.83661, -0.59478], [-5.31655, -5.49557, -1.76288], [-4.88692, -7.24684, 1.18891], [-5.81136, -7.29892, 0.03494], [2.94830, 4.20719, 6.50066], [2.47697, 3.05379, 5.83044], [1.17323, 3.43211, 5.28493], [0.41446, 2.18672, 4.72973], [-0.75294, 2.49733, 3.83215], [-0.02814, 1.45298, 5.92949], [3.69471, 3.74166, 7.14428], [2.24633, 4.69086, 7.17994], [3.32752, 4.91790, 5.76636], [0.47426, 3.82753, 6.02194], [1.30554, 4.09136, 4.42704], [1.17569, 1.73860, 4.09112], [-1.33242, 3.38381, 4.08994], [-1.30833, 1.57620, 3.65563], [-0.34307, 2.73508, 2.85053], [0.63930, 1.38424, 6.68440], [-0.71856, 2.13572, 6.20747], [-2.17943, -4.27703, -1.47607], [-0.87729, -4.49154, -1.61387], [-0.16179, -4.42231, -0.46185], [-0.42138, -5.01701, -2.64025], [-2.64811, -3.96368, -0.63806], [-2.69277, -4.62019, -2.27533], [0.84507, -4.43351, -0.54070], [-0.62380, -3.93588, 0.29315], [-1.05104, -1.15113, 5.04553], [-1.64478, -1.92342, 5.87523], [-2.02306, -1.23290, 6.96392], [-1.68083, -3.14141, 5.80123], [-0.60676, -1.58476, 4.24886], [-0.79747, -0.20396, 5.28776], [-2.62150, -1.78572, 7.56088], [-1.82390, -0.26001, 7.14811]],
  "atomic_forces_ev_per_a": [[0.99, 1.15, -0.33], [-2.09, -0.54, 0.34], [0.68, 0.12, -0.61], [-1.24, -0.15, 1.39], [-0.94, 0.98, -0.68], [1.26, -0.18, -0.75], [-0.31, 0.30, -0.54], [-0.10, -0.20, 0.03], [0.07, -0.65, 0.17], [0.32, -0.25, -0.21], [-0.28, -0.23, 0.33], [0.19, 0.19, 0.11], [0.48, 0.58, 0.38], [0.40, -0.46, 0.11], [0.21, -1.00, 0.09], [-0.82, 0.42, 0.04], [0.36, -0.57, -0.07], [-1.79, -0.44, 0.68], [1.34, -0.12, -0.25], [-0.61, 0.26, -0.60], [0.04, 0.98, 0.01], [0.72, -0.36, -0.62], [-0.59, -1.77, -0.45], [0.41, -0.40, 0.09], [-0.10, -0.22, 0.19], [-0.22, 0.27, 0.58], [-0.38, -0.20, -0.14], [0.27, 0.32, 0.67], [0.21, 0.64, -0.24], [-0.36, 0.72, -0.04], [-0.14, -0.12, 0.14], [0.50, 0.49, 0.33], [-0.01, -0.21, -0.42], [0.40, 0.36, 0.14], [-0.40, -0.07, 0.39], [-0.27, 0.14, -1.01], [1.06, 1.48, -1.36], [0.33, -0.21, 1.96], [0.11, 0.09, -0.38], [-0.50, 0.18, -0.29], [-0.08, 0.12, 0.25], [0.02, 0.07, -0.35], [-0.14, -0.15, 0.35], [-0.02, -0.54, 0.18], [0.03, 0.15, 0.37], [-0.03, 0.61, 0.59], [-0.14, -0.14, -0.08], [0.56, -0.08, 0.31], [-0.08, -0.40, -0.13], [0.37, -0.40, -0.24], [-0.09, -0.44, -0.30], [-0.74, 0.51, 0.05], [-0.55, -1.97, 0.07], [1.39, -0.35, 0.53], [-1.81, 0.08, -1.18], [0.72, -0.11, 0.47], [0.62, -0.12, 0.79], [0.75, 0.22, 0.10], [-0.08, 0.59, 0.05], [-0.73, -0.19, -0.28], [0.08, 0.52, -0.33], [0.38, 0.51, -0.30], [-0.08, 0.00, 0.32], [0.24, -0.11, -0.05], [-0.21, 0.48, 0.42], [0.13, -0.08, 0.01], [0.05, 0.38, -0.37], [0.05, -0.56, -0.25], [-0.37, -0.92, 0.13], [2.20, 1.26, 0.61], [-2.15, -0.25, 0.12], [0.83, -0.85, 1.52], [-0.55, 1.51, -2.13], [1.20, -0.47, 0.74], [-0.87, -0.07, 0.14], [-0.09, -0.13, 0.13], [0.23, -0.09, -1.26], [1.20, -0.66, -0.22], [-0.70, 0.20, -0.42], [0.39, -0.09, 0.33], [-0.37, 0.47, 0.34], [-0.02, 0.30, -0.22], [-0.38, -0.56, 0.08], [0.03, -0.19, 1.18], [-0.56, 0.52, -0.91], [1.11, -1.05, 0.52], [-3.08, 0.88, -0.43], [-0.06, -1.51, -1.58], [2.14, 1.00, 1.06], [0.60, 0.17, -0.90], [-0.93, -0.27, -0.90], [0.64, 0.83, -0.05], [-0.45, -0.06, -0.23], [0.25, 0.19, 0.24], [0.47, 0.62, 0.34], [0.20, 0.61, 0.21], [-0.03, -1.05, 0.42], [-0.39, -0.33, 0.46], [-0.50, 0.24, 0.31], [0.04, 0.12, -0.18], [0.52, 0.18, -0.23], [-0.55, -0.34, 0.93], [-1.50, 0.58, -0.79], [1.07, -2.80, -0.85], [0.31, 0.74, 0.52], [0.16, 1.14, 0.36], [0.02, 0.03, 0.05], [-0.20, 0.32, 0.29], [-0.29, 0.11, 0.15], [0.60, -0.03, 0.18], [2.06, 1.82, -4.50], [0.54, -1.60, 2.20], [-1.74, -0.34, 2.17], [-1.00, -0.66, -0.32], [0.04, 0.17, 0.09], [0.11, 0.22, 0.01], [0.23, 0.55, 0.36], [-0.22, -0.39, -0.25]],
  "de_lowest_ev": 4.086,
  "smiles": "COC[C@H](C)N.COC[C@H](C)N.COC[C@H](C)N.COC[C@H](C)N.COC[C@H](C)N.COC[C@H](C)N.NC(N)=O.NC(N)=O",
  "e_lumo_ev": 0.40,
  "total_energy_ev": -59438.8511,
  "total_charge": 0
}

{
  "formula": "C26H74O11",
  "method": "wB97M-V/def2-TZVPD",
  "symbols": ["C", "C", "C", "O", "H", "H", "H", "H", "H", "H", "H", "H", "C", "C", "C", "O", "H", "H", "H", "H", "H", "H", "H", "H", "C", "C", "C", "O", "H", "H", "H", "H", "H", "H", "H", "H", "C", "C", "C", "O", "H", "H", "H", "H", "H", "H", "H", "H", "C", "C", "C", "O", "H", "H", "H", "H", "H", "H", "H", "H", "C", "C", "C", "O", "H", "H", "H", "H", "H", "H", "H", "H", "C", "C", "O", "H", "H", "H", "H", "H", "H", "C", "C", "O", "H", "H", "H", "H", "H", "H", "C", "C", "O", "H", "H", "H", "H", "H", "H", "C", "C", "O", "H", "H", "H", "H", "H", "H", "O", "H", "H"],
  "xyz": [[10.13923, -21.90008, 19.02427], [11.35469, -21.27316, 18.39148], [12.60899, -22.09000, 18.64296], [11.12904, -21.18285, 16.97762], [10.21865, -22.97675, 19.18752], [9.19159, -21.70306, 18.52776], [10.05177, -21.48963, 20.03780], [11.47574, -20.25728, 18.78396], [12.53629, -23.02336, 18.07983], [12.86469, -22.29552, 19.67929], [13.46302, -21.56852, 18.18663], [11.90730, -20.80494, 16.55691], [5.44914, -22.28283, 19.28068], [4.92624, -21.58132, 18.02843], [4.38728, -22.60361, 17.04799], [3.88456, -20.70179, 18.36141], [5.88393, -21.56408, 19.98171], [6.21941, -23.03519, 19.08085], [4.63774, -22.82233, 19.77997], [5.79901, -21.12533, 17.53408], [5.17285, -23.31591, 16.79876], [4.01917, -22.13847, 16.13272], [3.53524, -23.11809, 17.50237], [4.25949, -19.94226, 18.82498], [5.38210, -22.46362, 23.48867], [5.81904, -23.65584, 24.30100], [4.97931, -24.90584, 24.06607], [7.22244, -23.89873, 24.08360], [5.42751, -22.68043, 22.41807], [6.07737, -21.63468, 23.64942], [4.39406, -22.14146, 23.81093], [5.75772, -23.38169, 25.36421], [4.84097, -25.50421, 24.96641], [5.47548, -25.54559, 23.32845], [3.99705, -24.66274, 23.66061], [7.38304, -24.83883, 24.20834], [10.23049, -15.90803, 19.13026], [9.75190, -15.42301, 20.46939], [9.57117, -13.92676, 20.55790], [8.51842, -16.13321, 20.78058], [10.33115, -16.99187, 19.11624], [11.19195, -15.44662, 18.89817], [9.54287, -15.61611, 18.32991], [10.48119, -15.78092, 21.20827], [10.50910, -13.44024, 20.81310], [8.76062, -13.67915, 21.24110], [9.25119, -13.56215, 19.57667], [8.36542, -15.98004, 21.71860], [6.39730, -13.94866, 18.10601], [5.56546, -14.82658, 19.04473], [4.09060, -14.88908, 18.69962], [6.07333, -16.17969, 18.99469], [6.93694, -14.53520, 17.36958], [7.14045, -13.41278, 18.71313], [5.82983, -13.12911, 17.66212], [5.65616, -14.48648, 20.07969], [3.86751, -15.29901, 17.71019], [3.70597, -13.86573, 18.65785], [3.54279, -15.48007, 19.43193], [6.88650, -16.21992, 19.51686], [7.39387, -18.40736, 24.18832], [7.78909, -17.66653, 25.45107], [8.61805, -16.42038, 25.21530], [6.60946, -17.29262, 26.19308], [6.91000, -17.78664, 23.43398], [6.61647, -19.13235, 24.46005], [8.19457, -19.01514, 23.76336], [8.37091, -18.34811, 26.08202], [8.21814, -15.84878, 24.36945], [9.65258, -16.67440, 24.98579], [8.55188, -15.76560, 26.08126], [6.51900, -17.93714, 26.89836], [8.30547, -19.34705, 15.92040], [8.11687, -19.13617, 14.41804], [7.00850, -18.24433, 14.19822], [7.55744, -20.00797, 16.34244], [8.39120, -18.33836, 16.32752], [9.31240, -19.75266, 16.06431], [7.94749, -20.08540, 13.90070], [8.99128, -18.63813, 14.00039], [6.43273, -18.36540, 14.96213], [3.67549, -18.95049, 15.26927], [4.02633, -17.67134, 16.00690], [5.08752, -17.97081, 16.90720], [3.32989, -19.69884, 15.99211], [4.48580, -19.38764, 14.69328], [2.77009, -18.76448, 14.68258], [3.12321, -17.29098, 16.49767], [4.30929, -16.89805, 15.27626], [5.11349, -17.22802, 17.52285], [7.46865, -19.09043, 19.45531], [6.59788, -18.89715, 20.69759], [5.20427, -18.81554, 20.39771], [7.44413, -20.13088, 19.13179], [8.44576, -18.61831, 19.52604], [6.99152, -18.55948, 18.61932], [6.95557, -17.98657, 21.18198], [6.72079, -19.74340, 21.37545], [5.02759, -17.91968, 20.07613], [1.43260, -21.13111, 22.39931], [2.53988, -20.69319, 21.44835], [2.79585, -19.28880, 21.55302], [0.75079, -20.30594, 22.60741], [1.81854, -21.57738, 23.31131], [0.78225, -21.83883, 21.87396], [2.28602, -20.95400, 20.41529], [3.47050, -21.23542, 21.64030], [3.75861, -19.20886, 21.57254], [2.61615, -18.01442, 18.88288], [2.21047, -18.17137, 19.74773], [2.32590, -18.75317, 18.33861]],
  "atomic_forces_ev_per_a": [[-0.40, -0.11, 1.13], [0.03, -0.10, -0.36], [0.66, 0.19, -0.80], [-0.11, -0.08, 0.08], [0.16, -0.05, -0.40], [0.17, 0.20, -0.27], [-0.11, -0.01, -0.08], [0.03, 0.00, 0.03], [-0.18, -0.12, 0.25], [-0.26, 0.07, 0.14], [-0.03, 0.00, 0.24], [0.06, -0.01, 0.05], [0.08, -0.20, 0.33], [0.58, -1.06, -0.07], [-0.37, 0.03, 0.07], [-0.02, 0.26, -0.24], [-0.16, -0.02, 0.02], [0.02, 0.17, -0.27], [-0.07, 0.20, 0.01], [-0.33, 0.61, 0.11], [-0.09, -0.11, -0.05], [0.13, 0.09, 0.00], [0.12, -0.14, -0.02], [0.05, 0.25, 0.16], [0.64, 0.17, -0.21], [0.36, -0.08, 0.95], [0.09, -0.21, -0.34], [-0.26, -0.01, -0.38], [-0.31, -0.07, 0.03], [-0.06, -0.02, 0.11], [-0.13, -0.03, -0.21], [-0.31, 0.03, -0.09], [0.04, 0.08, 0.06], [-0.08, 0.09, -0.07], [-0.03, 0.03, 0.09], [0.04, 0.06, 0.03], [-0.09, 0.18, -0.49], [0.00, -0.99, 0.59], [-0.30, 0.00, -0.71], [0.22, 0.40, -0.26], [0.08, -0.01, 0.02], [0.05, -0.09, 0.03], [-0.07, -0.04, 0.10], [-0.01, 0.26, 0.07], [-0.07, 0.15, 0.17], [0.25, 0.14, 0.32], [0.07, 0.11, 0.08], [-0.20, -0.08, 0.03], [0.31, 0.84, 0.98], [0.00, -0.66, -0.47], [-0.11, 0.38, -0.20], [-0.34, 0.11, 0.30], [-0.24, -0.07, -0.23], [0.12, -0.26, -0.18], [-0.20, -0.31, -0.29], [0.01, 0.18, -0.02], [0.35, -0.16, 0.03], [-0.11, -0.09, 0.28], [-0.05, 0.07, -0.01], [0.23, 0.02, -0.01], [-0.69, -0.75, 0.21], [-0.04, -0.03, 0.31], [-0.25, 0.22, -0.41], [0.29, -0.03, -0.20], [0.31, 0.26, 0.01], [0.10, 0.02, 0.05], [0.20, 0.37, -0.14], [0.03, 0.00, -0.06], [-0.02, -0.05, 0.04], [0.04, 0.05, 0.07], [0.25, -0.08, 0.11], [-0.22, 0.04, 0.02], [1.50, 0.35, -1.15], [-0.65, 0.33, 0.48], [0.22, -0.41, -0.07], [-0.17, 0.26, 0.31], [-0.64, -0.13, 0.54], [-0.26, -0.44, 0.19], [0.06, 0.04, -0.08], [0.06, -0.12, -0.10], [-0.15, 0.21, 0.04], [-1.12, -0.11, 0.66], [-0.02, -0.48, -0.76], [-0.42, 0.50, -0.20], [0.37, 0.03, 0.10], [0.01, 0.19, -0.24], [0.39, 0.00, -0.50], [0.21, -0.13, 0.34], [0.24, -0.05, 0.13], [0.51, -0.13, 0.31], [-1.21, 0.31, -0.78], [0.66, 0.09, -0.35], [0.36, 0.01, 0.19], [0.59, -0.03, 0.12], [0.26, -0.52, 0.32], [-0.04, 0.02, 0.16], [-0.29, -0.06, 0.27], [-0.04, 0.11, 0.14], [-0.06, -0.04, -0.30], [-0.40, -0.09, -0.75], [0.03, 0.00, -0.15], [-0.19, -0.40, 0.39], [0.31, 0.20, 0.26], [-0.14, 0.10, 0.17], [0.25, -0.32, 0.26], [-0.11, 0.22, 0.03], [-0.07, -0.06, 0.13], [-0.04, 0.40, -0.37], [-0.20, 0.27, 0.04], [0.23, -0.19, 0.08], [0.12, -0.13, -0.02]],
  "de_lowest_ev": 0.163,
  "smiles": "CC(C)O.CC(C)O.CC(C)O.CC(C)O.CC(C)O.CC(C)O.CCO.CCO.CCO.CCO.O",
  "e_lumo_ev": 0.38,
  "total_energy_ev": -50683.5847,
  "total_charge": 0
}